{"formula": "F4KN2O8S4", "method": "wB97M-V/def2-TZVPD", "symbols": ["K", "N", "S", "O", "O", "F", "S", "O", "O", "F", "N", "S", "O", "O", "F", "S", "O", "O", "F"], "coordinates": [[0.354797, -1.992354, 1.732199], [3.982414, 0.166801, -0.499942], [5.445370, 0.101713, -0.123496], [6.314207, 1.244623, -0.334093], [6.128159, -1.191298, -0.084352], [5.096695, 0.269343, 1.408244], [4.452018, -0.233008, -2.101955], [4.449199, -1.661798, -2.348102], [5.360914, 0.625152, -2.878159], [3.055948, 0.203724, -2.738825], [-3.942136, 0.655036, 0.962401], [-4.720673, -0.639287, 0.142375], [-5.826174, -0.383476, -0.791812], [-4.784538, -1.815748, 0.998897], [-3.517170, -1.004062, -0.870609], [-5.240447, 1.171648, 1.567209], [-6.040487, 0.254304, 2.361797], [-5.967676, 2.184610, 0.858232], [-4.600420, 2.044076, 2.739992]], "atomic_forces_ev_per_a": [[-0.036, 0.241, -0.244], [-0.498, -0.647, -4.938], [6.689, 0.590, 6.722], [-1.137, -0.919, -0.472], [-1.043, 1.133, -1.000], [-0.126, 0.209, 1.725], [-2.868, -0.345, -4.885], [0.312, 1.456, 0.581], [-1.241, -1.675, 2.242], [-0.299, 0.072, 0.185], [-0.240, -3.323, -3.056], [0.427, -2.459, -1.323], [2.144, 0.089, 2.156], [0.231, 1.399, -1.237], [-0.041, 0.453, 0.506], [-4.100, 4.022, 4.729], [0.662, 0.105, -1.256], [0.362, -0.582, -0.556], [0.803, 0.181, 0.122]], "nbo_charge": [1.00, -1.04, 2.37, -0.91, -0.92, -0.54, 2.31, -0.90, -0.85, -0.51, -1.09, 2.35, -0.87, -0.92, -0.51, 2.43, -0.93, -0.93, -0.53], "e_tot_ha": -3303.5716, "homo_lumo_gap_ev": 6.96, "e_homo_ha": -0.26545, "total_charge": -1, "relative_energy_ev": 4.977}